i.
Below is C3H6O2S2 in the gas phase, with properties calculated with ωB97M-V/def2-TZVPD.

Atoms and positions in Å:
S: 1.44495 1.53696 -0.32117
S: 0.86193 3.29961 1.02531
O: 0.32180 -0.97975 -1.81068
O: -1.33822 -2.27718 -1.16598
C: 0.65492 0.25448 0.74246
C: -0.66491 -0.49453 0.32277
C: -0.54599 -1.18471 -0.99906
H: -1.09165 -2.75087 -1.97460
H: -1.64502 0.00894 0.57000
H: 0.89383 3.98716 -0.04141
H: -0.67384 -1.26720 1.08146
H: 1.30433 -0.59554 0.78660
H: 0.47785 0.46264 1.78432

As for the LUMO energy: -0.25 eV. As for the HOMO energy: -8.6 eV. The value obtained for the orbital gap is 8.371 eV. The spin multiplicity is 1.

ii.
Below is C3H6O2S2 in the gas phase, with properties calculated with ωB97M-V/def2-TZVPD.

Atoms and positions in Å:
S: -0.82541 0.34838 1.16780
S: 0.18267 2.10934 1.10210
O: 1.23632 -0.50194 -1.97476
O: -1.00014 -0.87275 -1.94576
C: 0.42889 -0.94778 1.05654
C: 0.31127 -1.81810 -0.22104
C: 0.10238 -1.05812 -1.50945
H: 1.16699 0.00178 -2.81940
H: 1.47146 -0.65084 1.16753
H: 1.08871 -2.56218 -0.14874
H: -0.61599 -2.40060 -0.14883
H: 0.28857 -1.62506 1.89624
H: 0.82110 2.06093 -0.05853

As for the LUMO energy: 0.45 eV. As for the HOMO energy: -8.7 eV. The value obtained for the orbital gap is 9.165 eV. The spin multiplicity is 1.

Going by the computed energies, the most stable comes first: ii, i.

i.
Below is C6H7ClO in the gas phase, with properties calculated with ωB97M-V/def2-TZVPD.

Atoms and positions in Å:
Cl: 2.96724 -1.25825 0.05208
O: 0.02851 -1.38718 -0.17602
C: 0.38114 -0.08929 -0.02603
C: -0.64846 0.73504 0.07698
C: 2.35046 1.37528 -0.08669
C: 1.79778 0.16159 -0.07845
C: -1.89098 -0.02758 0.02531
C: -1.36501 -1.45863 -0.01425
H: -2.33600 0.30239 -0.89944
H: -0.61886 1.83266 0.27775
H: 1.80227 2.30264 -0.12960
H: 3.44240 1.45980 -0.04740
H: -1.83729 -2.15035 -0.77266
H: -1.50527 -2.01623 0.93571
H: -2.56793 0.21809 0.86272

As for the LUMO energy: 0.69 eV. As for the HOMO energy: -8.2 eV. The value obtained for the orbital gap is 8.930 eV. The spin multiplicity is 1.

ii.
Below is C6H7ClO in the gas phase, with properties calculated with ωB97M-V/def2-TZVPD.

Atoms and positions in Å:
Cl: -1.21227 1.57662 -2.55166
O: -0.02341 -0.86349 -2.49841
C: -0.71895 0.53771 0.88183
C: -0.57112 0.17884 -1.73120
C: -0.22892 -0.11729 -0.40032
C: 0.45541 1.14640 1.72815
C: 0.43732 -1.34863 -0.41712
C: 0.50184 -1.79430 -1.68728
H: -1.36532 1.37526 0.67094
H: 1.00610 0.34136 2.21653
H: 0.86878 -1.66195 0.61186
H: -1.02364 -0.18905 1.54403
H: -0.07690 1.68248 2.60844
H: 0.76220 -2.70524 -2.18282
H: 1.18887 1.84127 1.20701

As for the LUMO energy: 0.83 eV. As for the HOMO energy: -8.5 eV. The value obtained for the orbital gap is 9.361 eV. The spin multiplicity is 1.

Going by the computed energies, the most stable comes first: ii, i.

i.
Below is 2 unconnected molecules or ions with the total composition C2H6OS2, with properties calculated with ωB97M-V/def2-TZVPD.

Atoms and positions in Å:
S: 2.54002 3.17614 1.42539
S: 2.18775 1.02125 1.77450
O: -0.02065 -0.68011 0.45439
C: -0.45715 -1.35719 -0.44539
C: -1.81221 -1.03818 -1.11267
H: 1.40549 3.20023 1.96632
H: -2.44308 -1.86961 -1.40482
H: -1.40888 -0.55524 -1.98003
H: 2.28325 0.62608 0.45726
H: 0.00331 -2.24851 -0.74819
H: -2.27785 -0.27487 -0.38676

As for the LUMO energy: 0.17 eV. As for the HOMO energy: -8.8 eV. The value obtained for the orbital gap is 8.958 eV. The spin multiplicity is 1.

ii.
Below is 2 unconnected molecules or ions with the total composition C2H6OS2, with properties calculated with ωB97M-V/def2-TZVPD.

Atoms and positions in Å:
S: 1.87947 -0.34774 -1.16839
S: 0.11667 -4.03544 -2.85903
O: -0.42197 -3.08630 -1.84961
C: -0.61672 0.19216 -0.01522
C: 0.85473 -0.08565 0.28577
H: 1.07068 -1.09028 -1.84240
H: 1.07214 -0.89115 1.02957
H: 1.24783 0.80450 0.59560
H: -1.07260 -0.61831 -0.68637
H: -1.51118 0.34801 0.72860
H: -0.69111 1.12584 -0.50776

As for the LUMO energy (spin up / spin down): -1.81 / -1.80 eV. As for the HOMO energy (spin up / spin down): -8.9 / -8.9 eV. The value obtained for the orbital gap (spin up / spin down) is 7.111 / 7.112 eV. The spin multiplicity is 1.

iii.
Below is 2 unconnected molecules or ions with the total composition C2H6OS2, with properties calculated with ωB97M-V/def2-TZVPD.

Atoms and positions in Å:
S: -0.23623 0.97468 1.66019
S: -2.27608 1.35645 1.37668
O: 1.04383 0.50720 -2.22177
C: 0.37324 -1.13739 -0.69037
C: 1.16435 0.09746 -1.09665
H: 0.76557 -1.56993 0.24138
H: -0.41259 0.11933 2.67835
H: -2.08002 1.95506 0.19587
H: 0.48549 -1.97354 -1.37933
H: -0.65020 -0.88437 -0.42822
H: 1.82265 0.55505 -0.33613

As for the LUMO energy: 0.03 eV. As for the HOMO energy: -8.8 eV. The value obtained for the orbital gap is 8.873 eV. The spin multiplicity is 1.

iv.
Below is 2 unconnected molecules or ions with the total composition C2H6OS2, with properties calculated with ωB97M-V/def2-TZVPD.

Atoms and positions in Å:
S: 1.25876 2.47962 -1.07942
S: 1.61703 3.54813 0.74501
O: -0.83767 -2.03792 -1.30790
C: -1.18148 -1.76857 0.05400
C: -0.15463 -1.56929 0.96727
H: 0.82606 -1.87313 0.74944
H: 0.27763 3.81482 0.91964
H: -0.20658 -1.16299 1.96919
H: 1.95376 3.36868 -1.80499
H: -2.16187 -2.02332 0.46181
H: -1.39099 -2.77603 -1.67408

As for the LUMO energy: 0.23 eV. As for the HOMO energy: -9.0 eV. The value obtained for the orbital gap is 9.224 eV. The spin multiplicity is 1.

Going by the computed energies, the most stable comes first: iii, i, iv, ii.

i.
Below is a gas-phase ion, C3H10N5 (charge +1), with properties calculated with ωB97M-V/def2-TZVPD.

Atoms and positions in Å:
N: 0.60558 -0.55368 -0.01903
N: -1.14096 -1.86812 0.44407
N: -1.55826 0.15322 -0.05260
N: 0.15323 -1.65406 0.60110
N: -2.54620 0.55199 -0.64876
C: 0.11811 1.84092 0.46470
C: -0.29893 0.52043 -0.32634
C: 1.88590 -0.53314 -0.69325
H: -0.06883 0.73754 -1.39058
H: -1.61375 -2.39275 1.15940
H: 1.89875 -1.27334 -1.40558
H: 1.07827 2.14997 0.07639
H: 2.71217 -0.68597 0.00852
H: -3.33995 0.01308 -0.37692
H: 1.84331 0.55435 -1.08750
H: 0.75695 -1.97798 1.34200
H: -0.66385 2.53445 0.34870
H: 0.17847 1.88308 1.55568

As for the LUMO energy (spin up / spin down): -5.48 / -5.48 eV. As for the HOMO energy (spin up / spin down): -12.9 / -12.9 eV. The value obtained for the orbital gap (spin up / spin down) is 7.432 / 7.433 eV. Its net charge is +1. The spin multiplicity is 1.

ii.
Below is a gas-phase ion, C3H10N5 (charge +1), with properties calculated with ωB97M-V/def2-TZVPD.

Atoms and positions in Å:
N: -1.59812 0.87678 1.76610
N: 0.04708 -0.58401 -0.20404
N: 1.71592 -0.73771 -3.44558
N: 0.48766 -0.11042 -1.20489
N: -0.44212 -0.99997 0.76239
C: -0.47260 1.65864 2.28955
C: -1.64850 -0.53091 1.60362
C: 1.63310 -0.89430 -2.00354
H: 0.23234 1.89675 1.41291
H: 1.47515 -1.96009 -1.91682
H: -0.08198 1.08664 3.16299
H: -2.17123 1.40562 1.10930
H: 2.10057 0.20364 -3.90542
H: -1.45804 -1.09423 2.42534
H: 1.11008 -1.17101 -4.10244
H: -2.53839 -0.94499 1.14550
H: 2.56860 -0.65119 -1.53811
H: -0.95951 2.55076 2.64312

As for the LUMO energy: -5.38 eV. As for the HOMO energy: -13.5 eV. The value obtained for the orbital gap is 8.128 eV. Its net charge is +1. The spin multiplicity is 1.

iii.
Below is 2 unconnected molecules or ions with the total composition C3H10N5, with properties calculated with ωB97M-V/def2-TZVPD.

Atoms and positions in Å:
N: 2.65553 -0.38336 -0.37611
N: -0.58238 0.60610 0.38776
N: 1.47913 1.49036 0.11057
N: 0.18783 1.86719 0.44132
N: 1.61629 0.15840 -0.04963
C: 0.35960 -0.47470 -0.06005
C: -1.73073 0.73940 -0.49121
C: 0.20692 -1.75997 0.74122
H: 2.31203 1.98391 0.23364
H: -0.72930 -1.93429 1.14137
H: -0.27789 -0.59771 -1.48204
H: -1.56272 0.72334 -1.53917
H: 0.90382 -1.57399 1.54549
H: 0.10921 1.98978 1.46997
H: -2.30547 -0.17032 -0.37745
H: 3.35236 0.19649 -0.69131
H: -2.23681 1.66340 -0.13063
H: 0.42792 -2.60407 0.18854

As for the LUMO energy (spin up / spin down): -5.69 / -5.69 eV. As for the HOMO energy (spin up / spin down): -13.7 / -13.7 eV. The value obtained for the orbital gap (spin up / spin down) is 7.962 / 7.960 eV. Its net charge is +1. The spin multiplicity is 1.

Going by the computed energies, the most stable comes first: ii, i, iii.

i.
Below is 7 unconnected molecules or ions with the total composition BrH12O6, with properties calculated with ωB97M-V/def2-TZVPD.

Atoms and positions in Å:
Br: -0.86079 0.33612 -0.68439
O: -0.78824 -1.74477 2.28824
O: -3.33635 -1.87272 -0.62635
O: 1.74038 0.18811 1.73960
O: 0.82333 -2.57991 -0.33048
O: 0.98125 2.89578 1.03824
O: 1.04430 2.69519 -2.20631
H: -2.57245 -1.29595 -0.62151
H: -0.99622 -1.00028 1.72369
H: 1.53985 -2.70776 -0.95217
H: 0.56807 2.59418 0.22919
H: -0.65199 -2.47397 1.68331
H: 0.24288 3.15180 -2.46220
H: 1.72142 3.42768 0.74588
H: 0.74506 1.84012 -1.89721
H: 0.19457 -2.03061 -0.79861
H: -3.29531 -2.31826 -1.47254
H: 1.34486 -0.22575 0.97245
H: 1.55537 1.12098 1.63116

As for the LUMO energy: 3.34 eV. As for the HOMO energy: -5.6 eV. The value obtained for the orbital gap is 8.967 eV. Its net charge is -1. The spin multiplicity is 1.

ii.
Below is 7 unconnected molecules or ions with the total composition BrH12O6, with properties calculated with ωB97M-V/def2-TZVPD.

Atoms and positions in Å:
Br: 0.57972 -0.19685 -0.00326
O: 3.44301 1.58723 -0.32896
O: -0.71980 -2.94155 -0.92836
O: -2.50101 0.17378 0.41020
O: 1.98544 -0.10871 3.20713
O: -1.32987 -0.78776 -3.36170
O: -0.62291 2.71788 1.14511
H: 2.88682 0.81025 -0.38540
H: 2.68370 0.15220 2.60663
H: 1.19964 -0.14183 2.66155
H: -0.24770 -2.31768 -0.37687
H: -0.94552 -0.64031 -2.49754
H: -2.01457 -1.43963 -3.21176
H: -0.03848 1.99242 0.92519
H: 3.12448 2.16148 -1.02538
H: -1.64096 -2.70151 -0.82790
H: -1.38212 2.29976 1.55132
H: -1.55901 0.01089 0.36185
H: -2.90090 -0.63003 0.07822

As for the LUMO energy: 3.09 eV. As for the HOMO energy: -6.0 eV. The value obtained for the orbital gap is 9.135 eV. Its net charge is -1. The spin multiplicity is 1.

iii.
Below is 7 unconnected molecules or ions with the total composition BrH12O6, with properties calculated with ωB97M-V/def2-TZVPD.

Atoms and positions in Å:
Br: -6.76400 -15.71600 6.91000
O: -4.72600 -14.47200 9.15900
O: -7.91100 -16.69700 3.82400
O: -10.22800 -16.35100 6.40700
O: -4.27100 -17.44200 7.86000
O: -4.16900 -15.05100 5.18300
O: -8.31200 -12.98700 8.32300
H: -7.55400 -12.40900 8.33300
H: -8.09600 -13.55800 7.64800
H: -5.14000 -17.02200 7.93600
H: -5.56400 -14.55400 8.73900
H: -7.88500 -17.64900 3.65500
H: -4.20200 -18.33200 8.24700
H: -4.16000 -14.06200 8.47100
H: -9.26800 -16.23300 6.28100
H: -10.54000 -15.63300 6.99100
H: -7.52200 -16.50400 4.70800
H: -5.07200 -14.86800 5.55700
H: -3.55100 -14.94600 5.93000

As for the LUMO energy: 3.52 eV. As for the HOMO energy: -5.8 eV. The value obtained for the orbital gap is 9.309 eV. Its net charge is -1. The spin multiplicity is 1.

Going by the computed energies, the most stable comes first: i, ii, iii.